{"formula": "C30H22FeO5", "method": "wB97M-V/def2-TZVPD", "species": ["O", "C", "Fe", "C", "O", "C", "O", "C", "C", "C", "C", "C", "C", "H", "H", "H", "H", "H", "H", "H", "C", "C", "C", "C", "C", "C", "C", "C", "C", "C", "C", "C", "O", "C", "C", "C", "C", "C", "C", "C", "O", "C", "C", "H", "H", "H", "H", "H", "H", "H", "H", "H", "H", "H", "H", "H", "H", "H"], "positions_angstrom": [[1.869, -3.270, 1.897], [1.489, -2.215, 1.591], [1.227, -0.521, 1.154], [2.414, 0.259, 2.166], [3.226, 0.540, 2.953], [2.451, -0.679, -0.078], [3.450, -0.808, -0.668], [-1.967, 0.250, 3.037], [-1.849, -1.001, 2.182], [-0.941, -0.871, 0.964], [-0.501, 0.423, 0.599], [-0.073, 1.209, 1.750], [-0.951, 1.154, 2.918], [-2.794, 0.273, 3.757], [-1.464, -1.873, 2.742], [-2.862, -1.292, 1.849], [-1.019, -1.690, 0.248], [-0.557, 0.816, -0.422], [0.528, 2.118, 1.586], [-0.801, 1.918, 3.704], [-2.271, 5.711, 3.790], [-1.876, 4.616, 3.017], [-2.767, 3.575, 2.793], [-3.908, 3.409, 3.613], [-4.641, 2.129, 3.659], [-4.952, 1.497, 2.353], [-6.315, 0.904, 2.013], [-7.325, 1.797, 1.655], [-8.467, 1.331, 1.015], [-8.619, -0.038, 0.768], [-7.645, -0.940, 1.220], [-6.474, -0.463, 1.824], [-4.142, 1.526, 1.422], [-5.702, 2.011, 4.696], [-5.506, 2.490, 6.122], [-4.252, 2.687, 6.707], [-4.138, 3.167, 8.017], [-5.291, 3.389, 8.783], [-6.559, 3.149, 8.223], [-6.661, 2.687, 6.910], [-6.818, 1.525, 4.474], [-4.334, 4.558, 4.330], [-3.540, 5.702, 4.387], [-1.613, 6.569, 3.921], [-0.877, 4.565, 2.588], [-2.585, 2.824, 2.027], [-7.216, 2.863, 1.874], [-9.226, 2.050, 0.700], [-9.492, -0.392, 0.219], [-7.786, -2.009, 1.078], [-5.687, -1.147, 2.154], [-3.362, 2.447, 6.124], [-3.145, 3.348, 8.445], [-5.202, 3.735, 9.820], [-7.464, 3.304, 8.822], [-7.636, 2.449, 6.483], [-5.308, 4.573, 4.822], [-3.899, 6.584, 4.931]], "multiplicity": 5, "lumo_energy_ev": [-0.0877, -2.4824], "homo_lumo_gap_ev": [6.128, 6.113], "e_homo_ev": [-6.2, -8.6]}


{"formula": "C9H10N4", "method": "wB97M-V/def2-TZVPD", "species": ["N", "C", "C", "C", "C", "N", "C", "N", "H", "C", "C", "N", "C", "C", "H", "H", "H", "H", "H", "H", "H", "H", "H"], "positions_angstrom": [[3.021, 1.875, -2.628], [2.051, 1.263, -2.564], [0.835, 0.640, -2.515], [-0.294, 1.304, -2.148], [-1.588, 0.591, -2.011], [-2.636, 0.155, -1.887], [-0.416, 2.628, -1.818], [-0.536, 3.645, -1.328], [0.668, -0.405, -2.709], [1.976, -0.509, 0.648], [0.844, -1.174, 0.859], [-0.438, -0.814, 1.334], [-0.698, 0.382, 2.021], [-1.331, -1.983, 1.571], [2.748, -1.191, 0.345], [2.086, 0.479, 0.956], [0.857, -2.122, 0.354], [-0.187, 1.234, 1.638], [-1.771, 0.761, 1.923], [-0.471, 0.195, 3.078], [-0.792, -2.928, 1.435], [-1.785, -1.822, 2.599], [-2.145, -2.204, 0.847]], "lumo_energy_ev": -1.9275, "homo_lumo_gap_ev": 6.236, "e_homo_ev": -8.2, "smiles": "N#CC=C(C#N)C#N.C=CN(C)C"}


{"formula": "C32H24IN5O10S2Yb", "method": "wB97M-V/def2-TZVPD", "species": ["Yb", "C", "O", "C", "C", "C", "C", "C", "C", "N", "N", "C", "C", "O", "C", "C", "C", "C", "C", "C", "C", "C", "H", "H", "H", "H", "H", "H", "H", "H", "H", "H", "H", "H", "H", "O", "S", "O", "O", "C", "C", "C", "C", "C", "C", "S", "O", "O", "O", "H", "H", "H", "H", "O", "C", "O", "C", "C", "C", "C", "C", "N", "H", "H", "H", "H", "I", "C", "C", "N", "N", "C", "H", "H", "H"], "positions_angstrom": [[-0.423, 0.997, -0.536], [-0.291, -0.376, -3.825], [-0.336, -0.799, -2.467], [-0.290, -2.123, -2.194], [-0.077, -3.100, -3.159], [-0.026, -4.436, -2.786], [-0.191, -4.802, -1.459], [-0.402, -3.827, -0.498], [-0.449, -2.483, -0.849], [-0.648, -1.428, 0.099], [-0.754, -1.886, 1.281], [-0.947, -1.070, 2.360], [-1.396, 0.267, 2.270], [-1.669, 0.826, 1.153], [-1.582, 1.009, 3.489], [-1.326, 0.444, 4.688], [-0.918, -0.920, 4.813], [-0.697, -1.498, 6.077], [-0.346, -2.818, 6.197], [-0.208, -3.597, 5.039], [-0.400, -3.051, 3.796], [-0.755, -1.694, 3.646], [-1.142, -0.784, -4.375], [0.654, -0.686, -4.282], [-0.359, 0.707, -3.800], [0.053, -2.823, -4.194], [0.143, -5.190, -3.543], [-0.160, -5.844, -1.171], [-0.540, -4.089, 0.540], [-1.908, 2.034, 3.387], [-1.438, 1.027, 5.597], [-0.823, -0.878, 6.958], [-0.185, -3.257, 7.174], [0.060, -4.643, 5.126], [-0.275, -3.657, 2.912], [0.578, 4.884, -1.488], [-0.291, 3.748, -1.574], [-0.850, 3.247, -0.312], [0.318, 2.564, -2.249], [-1.679, 4.240, -2.597], [-1.526, 5.465, -3.228], [-2.498, 5.957, -4.090], [-3.633, 5.210, -4.329], [-3.796, 3.984, -3.696], [-2.841, 3.487, -2.822], [-3.297, 1.943, -2.009], [-3.681, 2.293, -0.668], [-4.299, 1.349, -2.858], [-2.030, 1.153, -2.055], [-0.626, 6.030, -3.034], [-2.358, 6.916, -4.569], [-4.398, 5.573, -5.002], [-4.678, 3.386, -3.873], [2.826, 2.517, 1.994], [2.137, 1.586, 1.608], [1.229, 1.630, 0.702], [2.388, 0.223, 2.267], [2.861, 0.186, 3.579], [3.082, -1.041, 4.177], [2.854, -2.189, 3.437], [2.384, -2.048, 2.142], [2.140, -0.875, 1.567], [3.042, 1.122, 4.088], [3.424, -1.104, 5.203], [3.008, -3.173, 3.858], [2.165, -2.927, 1.539], [4.979, -2.161, -3.579], [3.659, -0.775, -2.835], [3.502, 0.535, -3.237], [2.533, 1.049, -2.464], [2.057, 0.162, -1.589], [2.731, -0.954, -1.796], [4.007, 1.120, -3.985], [2.082, 1.959, -2.501], [2.544, -1.823, -1.190]], "charge": -1, "multiplicity": 2, "lumo_energy_ev": [1.6215, 1.6192], "homo_lumo_gap_ev": [6.940, 6.937], "e_homo_ev": [-5.3, -5.3]}